# 1
Below is an isolated molecule of C5H7NO, with properties calculated with ωB97M-V/def2-TZVPD.

Results
* HOMO level: -8.97 eV
* calculated total energy: -8828.8997 eV
* relative energy (zero: lowest compared OMol25 entry of this formula, charge and spin): 704.64 kJ/mol
* max |F|: 1.64 eV Å⁻¹

Each line ends with the natural charge from an NBO analysis.
Geometry (Å):
1 C 1.548 0.721 0.656  -0.60
2 C 0.272 -0.089 0.499  -0.28
3 C -0.803 0.628 -0.364  -0.60
4 C -2.144 0.073 -0.608  0.01
5 O -0.836 -2.409 -1.805  -0.37
6 C 0.541 -1.388 -0.167  0.13
7 N -0.089 -1.968 -0.970  0.21
8 H 2.290 0.171 1.244  0.22
9 H 1.321 1.658 1.167  0.21
10 H 1.987 0.950 -0.323  0.22
11 H -0.148 -0.337 1.482  0.23
12 H -1.178 1.514 0.204  0.29
13 H -0.364 1.046 -1.281  0.23
14 H -2.397 -0.568 0.266  0.09

Cartesian forces (eV/Å) of the 6 atoms listed first:
0.0872 0.1893 0.0859
0.0169 0.1745 0.2036
-0.0178 -0.1253 -0.1282
0.2449 0.3311 0.4204
0.6277 -0.4665 0.2471
-0.6413 -1.1026 -1.0386



# 2
Below is a structure of composition C2H3O3S, with properties calculated with ωB97M-V/def2-TZVPD.

Results
* charge: -1
* HOMO level (alpha / beta): -1.17 / -4.66 eV
* calculated total energy: -19095.2746 eV
* multiplicity: 3
* relative energy (zero: lowest compared OMol25 entry of this formula, charge and spin): 194.73 kJ/mol
* max |F|: 3.31 eV Å⁻¹

Each line ends with the natural charge from an NBO analysis.
Geometry (Å):
1 C -0.126 -0.882 -0.083  0.39
2 C 0.395 -1.678 0.679  -0.53
3 O -2.364 2.039 -1.191  -0.93
4 O -0.571 -0.139 -0.960  -0.57
5 O -1.240 1.716 1.013  -0.92
6 S -1.993 1.112 -0.084  1.37
7 H 2.203 -0.113 -0.182  0.04
8 H 0.874 -2.273 1.366  0.21
9 H 2.823 0.217 -0.558  -0.05

Cartesian forces (eV/Å) of the 6 atoms listed first:
0.7562 -0.6538 -0.4617
-0.7333 0.6708 -0.5408
-0.3347 -0.0306 -0.5454
1.3915 -1.3245 -1.0721
1.0246 0.4324 1.7769
-2.8684 1.6413 -0.1235



# 3
Below is a cluster of 9 separate species, C48H117N7O2 in total, with properties calculated with ωB97M-V/def2-TZVPD.

Results
* HOMO level: -8.10 eV
* calculated total energy: -66195.2943 eV
* relative energy (zero: lowest compared OMol25 entry of this formula, charge and spin): 0.00 kJ/mol
* structure (SMILES): CCN(CC)CC.CCN(CC)CC.CCN(CC)CC.CCN(CC)CC.CCN(CC)CC.CCN(CC)CC.CCN(CC)CC.CC(C)=O.CC(C)=O
* max |F|: 2.36 eV Å⁻¹

Each line ends with the Löwdin charge.
Geometry (Å):
1 C 14.494 11.517 12.104  -0.09
2 C 14.999 10.183 12.617  -0.28
3 N 16.435 10.024 12.387  -0.17
4 C 17.165 10.579 13.535  -0.25
5 C 18.685 10.642 13.276  -0.07
6 C 16.794 8.613 12.259  -0.26
7 C 16.255 8.050 10.929  -0.09
8 H 14.977 12.383 12.555  0.06
9 H 13.411 11.583 12.197  0.07
10 H 14.760 11.515 11.042  0.07
11 H 14.725 10.100 13.681  0.11
12 H 14.398 9.389 12.171  0.10
13 H 16.751 11.542 13.841  0.11
14 H 17.004 9.991 14.454  0.11
15 H 19.095 11.541 13.730  0.07
16 H 19.150 9.712 13.586  0.04
17 H 18.838 10.737 12.198  0.07
18 H 16.324 7.998 13.039  0.12
19 H 17.847 8.391 12.115  0.08
20 H 15.169 7.937 10.926  0.06
21 H 16.626 7.043 10.728  0.05
22 H 16.548 8.739 10.135  0.08
23 C 15.247 1.504 12.373  -0.08
24 C 16.740 1.284 12.193  -0.26
25 N 17.197 1.666 10.868  -0.19
26 C 18.614 1.969 10.760  -0.27
27 C 18.982 2.988 9.675  -0.07
28 C 16.667 0.857 9.793  -0.25
29 C 17.012 -0.646 9.854  -0.09
30 H 14.636 0.830 11.769  0.07
31 H 14.934 2.530 12.183  0.08
32 H 14.936 1.248 13.390  0.05
33 H 17.293 1.915 12.891  0.09
34 H 16.979 0.243 12.457  0.11
35 H 18.874 2.418 11.724  0.07
36 H 19.226 1.056 10.709  0.12
37 H 19.956 3.395 9.944  0.06
38 H 18.959 2.550 8.681  0.06
39 H 18.263 3.801 9.786  0.07
40 H 17.059 1.087 8.797  0.11
41 H 15.598 1.025 9.651  0.11
42 H 18.086 -0.797 9.701  0.06
43 H 16.591 -1.154 8.982  0.07
44 H 16.764 -1.187 10.767  0.06
45 C 25.205 8.813 12.974  -0.07
46 C 25.994 7.505 12.895  -0.25
47 N 25.280 6.420 12.233  -0.18
48 C 25.508 6.546 10.790  -0.25
49 C 24.575 5.623 10.005  -0.08
50 C 25.515 5.102 12.784  -0.26
51 C 26.874 4.486 12.395  -0.08
52 H 24.486 8.851 12.154  0.04
53 H 25.860 9.676 12.842  0.08
54 H 24.668 8.925 13.914  0.03
55 H 26.986 7.676 12.455  0.11
56 H 26.182 7.195 13.929  0.11
57 H 25.142 7.543 10.533  0.10
58 H 26.542 6.383 10.471  0.11
59 H 24.802 5.550 8.936  0.07
60 H 24.685 4.604 10.380  0.06
61 H 23.535 5.951 9.997  0.07
62 H 24.712 4.405 12.533  0.09
63 H 25.473 5.074 13.876  0.11
64 H 27.688 5.205 12.295  0.07
65 H 26.791 3.956 11.444  0.07
66 H 27.215 3.782 13.156  0.07
67 C 21.620 9.452 10.012  -0.07
68 C 22.840 10.313 10.310  -0.25
69 N 23.087 11.341 9.290  -0.19
70 C 24.384 12.022 9.557  -0.24
71 C 24.354 13.496 9.166  -0.08
72 C 23.000 10.902 7.911  -0.28
73 C 23.975 9.849 7.401  -0.09
74 H 21.522 8.613 10.701  0.05
75 H 21.745 9.021 9.016  0.06
76 H 20.664 9.974 9.952  0.08
77 H 22.879 10.786 11.290  0.11
78 H 23.729 9.659 10.267  0.08
79 H 25.071 11.435 8.942  0.10
80 H 24.574 11.951 10.629  0.11
81 H 23.502 13.955 9.672  0.07
82 H 24.114 13.529 8.101  0.06
83 H 25.243 14.069 9.414  0.07
84 H 21.985 10.578 7.670  0.10
85 H 23.061 11.788 7.268  0.11
86 H 23.584 9.315 6.535  0.07
87 H 24.933 10.253 7.061  0.07
88 H 24.229 9.112 8.169  0.06
89 C 16.251 1.531 15.970  -0.09
90 C 17.165 1.165 17.146  -0.25
91 N 18.174 0.194 16.730  -0.20
92 C 19.219 0.612 15.795  -0.21
93 C 19.994 1.847 16.221  -0.09
94 C 18.616 -0.691 17.812  -0.26
95 C 18.957 -2.102 17.374  -0.10
96 H 16.740 2.186 15.255  0.06
97 H 15.358 2.005 16.391  0.07
98 H 15.866 0.625 15.500  0.07
99 H 17.677 2.115 17.375  0.09
100 H 16.680 0.871 18.071  0.11
101 H 19.932 -0.212 15.872  0.11
102 H 18.788 0.656 14.795  0.10
103 H 20.752 2.050 15.462  0.06
104 H 19.440 2.727 16.546  0.06
105 H 20.618 1.654 17.103  0.07
106 H 17.789 -0.763 18.515  0.10
107 H 19.448 -0.222 18.359  0.11
108 H 19.106 -2.755 18.239  0.07
109 H 19.864 -2.276 16.791  0.06
110 H 18.137 -2.542 16.802  0.08
111 C 18.286 5.183 12.909  -0.07
112 C 19.506 6.053 12.728  -0.25
113 N 20.447 5.843 13.818  -0.17
114 C 21.728 6.514 13.605  -0.24
115 C 21.561 8.037 13.653  -0.09
116 C 20.694 4.457 14.214  -0.25
117 C 21.348 3.623 13.084  -0.06
118 H 17.467 5.536 12.283  0.07
119 H 17.950 5.242 13.947  0.06
120 H 18.480 4.122 12.742  0.04
121 H 19.927 5.965 11.713  0.12
122 H 19.150 7.082 12.774  0.08
123 H 22.444 6.238 14.376  0.11
124 H 22.117 6.343 12.591  0.10
125 H 20.895 8.437 12.888  0.04
126 H 21.180 8.353 14.629  0.08
127 H 22.490 8.591 13.514  0.04
128 H 19.791 3.949 14.540  0.08
129 H 21.364 4.430 15.074  0.10
130 H 21.571 2.591 13.379  0.07
131 H 22.306 4.028 12.760  0.05
132 H 20.673 3.500 12.234  0.04
133 C 24.974 13.299 15.197  -0.08
134 C 24.115 13.095 16.433  -0.28
135 N 23.469 11.794 16.479  -0.20
136 C 22.346 11.786 17.411  -0.25
137 C 21.167 12.596 16.850  -0.09
138 C 24.399 10.716 16.774  -0.24
139 C 23.851 9.344 16.370  -0.09
140 H 24.331 13.749 14.436  0.07
141 H 25.482 12.470 14.709  0.06
142 H 25.763 14.023 15.419  0.07
143 H 24.689 13.364 17.344  0.11
144 H 23.369 13.880 16.595  0.11
145 H 21.911 10.800 17.550  0.10
146 H 22.707 12.174 18.375  0.12
147 H 20.256 11.992 16.803  0.06
148 H 20.871 13.499 17.390  0.07
149 H 21.314 12.921 15.819  0.07
150 H 24.631 10.731 17.850  0.12
151 H 25.332 10.814 16.219  0.11
152 H 24.599 8.557 16.454  0.07
153 H 23.399 9.320 15.374  0.04
154 H 22.974 9.041 16.952  0.06
155 C 23.724 5.996 18.305  -0.03
156 C 23.715 4.554 18.788  -0.50
157 C 22.365 3.861 18.731  -0.03
158 O 24.699 3.990 19.177  0.08
159 H 23.991 6.664 19.127  0.09
160 H 22.804 6.282 17.804  0.07
161 H 24.569 6.133 17.626  0.08
162 H 22.515 2.894 19.215  0.08
163 H 22.126 3.669 17.683  0.07
164 H 21.559 4.354 19.269  0.09
165 C 16.219 6.256 15.992  -0.03
166 C 15.119 7.224 16.350  -0.50
167 C 14.303 6.921 17.590  -0.02
168 O 14.943 8.233 15.709  0.06
169 H 15.970 5.686 15.099  0.08
170 H 16.296 5.513 16.792  0.07
171 H 17.183 6.762 15.975  0.09
172 H 13.776 5.977 17.451  0.09
173 H 13.573 7.714 17.722  0.08
174 H 15.043 6.867 18.389  0.09

Cartesian forces (eV/Å) of the 6 atoms listed first:
0.2933 -0.3335 -0.9458
-0.6725 0.2327 0.8412
0.3908 -0.3127 0.8869
0.4547 -0.0015 0.4385
-0.9870 0.2777 -0.5643
-1.3473 -0.9796 -1.6302



# 4
Below is a cluster of 5 separate species, C13H28NO19PS5 in total, with properties calculated with ωB97M-V/def2-TZVPD.

Results
* HOMO level: -8.79 eV
* calculated total energy: -117787.9198 eV
* structure (SMILES): CP(O)N(CCCS)C(=O)O.O=S1(=O)OCCO1.O=S1(=O)OCCO1.O=S1(=O)OCCO1.O=S1(=O)OCCO1
* max |F|: 3.63 eV Å⁻¹

Each line ends with the natural charge from an NBO analysis.
Geometry (Å):
1 C -0.633 -2.088 -0.442  -1.01
2 P -0.024 -1.346 -2.067  1.16
3 O 1.560 -2.032 -2.269  -0.94
4 N 0.285 0.399 -1.917  -0.80
5 C -0.901 1.235 -2.284  -0.25
6 C -2.087 1.226 -1.215  -0.44
7 C -3.200 0.107 -1.461  -0.51
8 S -4.423 0.635 -2.796  -0.09
9 C 1.298 0.690 -2.977  0.91
10 O 2.399 1.185 -2.707  -0.57
11 O 1.060 0.402 -4.353  -0.68
12 H -0.338 -1.499 0.489  0.26
13 H -0.128 -3.113 -0.344  0.26
14 H -1.759 -2.301 -0.452  0.26
15 H 1.979 -1.888 -1.381  0.48
16 H -0.520 2.322 -2.332  0.22
17 H -1.347 1.019 -3.311  0.19
18 H -2.612 2.237 -1.270  0.24
19 H -1.649 1.067 -0.169  0.23
20 H -2.804 -0.902 -1.797  0.23
21 H -3.814 0.043 -0.491  0.23
22 H -4.755 -0.539 -3.458  0.14
23 H 0.142 0.062 -4.467  0.49
24 O -0.922 -3.317 2.247  -0.89
25 S -0.688 -4.618 1.697  2.52
26 O -1.197 -5.028 0.424  -0.89
27 O -1.118 -5.720 2.805  -0.67
28 C 0.003 -6.548 3.119  -0.10
29 C 1.225 -5.674 2.884  -0.10
30 O 0.909 -4.901 1.725  -0.68
31 H -0.006 -7.405 2.440  0.19
32 H -0.060 -6.901 4.148  0.22
33 H 2.130 -6.259 2.721  0.22
34 H 1.384 -4.985 3.718  0.20
35 O 2.227 -0.943 1.890  -0.90
36 S 3.396 -0.155 2.148  2.51
37 O 4.123 -0.224 3.380  -0.89
38 O 3.035 1.397 1.849  -0.69
39 C 3.914 1.910 0.844  -0.10
40 C 4.294 0.708 -0.004  -0.11
41 O 4.435 -0.372 0.925  -0.68
42 H 4.789 2.336 1.341  0.19
43 H 3.416 2.684 0.260  0.23
44 H 5.220 0.864 -0.555  0.22
45 H 3.494 0.450 -0.703  0.22
46 O -0.102 1.745 8.003  -0.89
47 S -0.510 1.372 6.682  2.51
48 O -1.873 1.415 6.250  -0.88
49 O 0.089 -0.102 6.366  -0.68
50 C 0.921 -0.042 5.206  -0.10
51 C 1.471 1.375 5.180  -0.11
52 O 0.391 2.200 5.617  -0.68
53 H 0.299 -0.240 4.328  0.20
54 H 1.712 -0.790 5.265  0.22
55 H 1.806 1.673 4.187  0.22
56 H 2.294 1.491 5.891  0.19
57 O -3.265 4.971 -3.067  -0.89
58 S -3.670 4.604 -4.391  2.52
59 O -5.031 4.651 -4.827  -0.88
60 O -3.072 3.131 -4.712  -0.68
61 C -2.236 3.195 -5.868  -0.10
62 C -1.683 4.612 -5.886  -0.10
63 O -2.764 5.436 -5.449  -0.68
64 H -2.855 3.002 -6.748  0.19
65 H -1.446 2.446 -5.809  0.21
66 H -1.345 4.914 -6.877  0.22
67 H -0.862 4.725 -5.172  0.19

Cartesian forces (eV/Å) of the 6 atoms listed first:
0.6975 0.0258 0.9704
-0.2524 -2.1941 -1.3039
-1.6267 1.7887 2.2326
0.8909 0.0959 -1.6982
-1.1879 1.6575 0.3186
0.0553 -0.5172 -0.4132



Repeat the first record exactly.
Below is an isolated molecule of C5H7NO, with properties calculated with ωB97M-V/def2-TZVPD.

Results
* HOMO level: -8.97 eV
* calculated total energy: -8828.8997 eV
* relative energy (zero: lowest compared OMol25 entry of this formula, charge and spin): 704.64 kJ/mol
* max |F|: 1.64 eV Å⁻¹

Each line ends with the natural charge from an NBO analysis.
Geometry (Å):
1 C 1.548 0.721 0.656  -0.60
2 C 0.272 -0.089 0.499  -0.28
3 C -0.803 0.628 -0.364  -0.60
4 C -2.144 0.073 -0.608  0.01
5 O -0.836 -2.409 -1.805  -0.37
6 C 0.541 -1.388 -0.167  0.13
7 N -0.089 -1.968 -0.970  0.21
8 H 2.290 0.171 1.244  0.22
9 H 1.321 1.658 1.167  0.21
10 H 1.987 0.950 -0.323  0.22
11 H -0.148 -0.337 1.482  0.23
12 H -1.178 1.514 0.204  0.29
13 H -0.364 1.046 -1.281  0.23
14 H -2.397 -0.568 0.266  0.09

Cartesian forces (eV/Å) of the 6 atoms listed first:
0.0872 0.1893 0.0859
0.0169 0.1745 0.2036
-0.0178 -0.1253 -0.1282
0.2449 0.3311 0.4204
0.6277 -0.4665 0.2471
-0.6413 -1.1026 -1.0386